Record 1
{
  "formula": "C18H21N3O2S",
  "method": "ωB97M-V with the def2-TZVPD basis set",
  "species": ["H", "C", "C", "O", "H", "H", "C", "H", "C", "H", "C", "H", "H", "C", "C", "H", "C", "C", "H", "H", "H", "C", "H", "C", "H", "C", "C", "H", "C", "H", "H", "N", "H", "S", "N", "C", "H", "H", "H", "N", "H", "C", "C", "O", "C"],
  "coordinates": [[-0.776669, -4.763672, -0.275156], [2.135204, 0.849096, -2.028985], [-0.943868, -3.746025, 1.668665], [-0.146305, 0.255549, -2.374368], [-0.712755, -1.953952, -2.194132], [-0.699372, 1.459564, -0.918123], [1.657865, 2.147527, -1.342817], [-4.958182, 0.073587, -0.518314], [-2.974347, 0.822409, -0.283052], [2.116286, -1.699902, -1.419067], [-0.656220, -3.855945, 0.289085], [2.411027, 2.927908, -1.509336], [-5.622260, 0.604155, 1.801670], [-3.708297, 1.422713, 2.310429], [0.966045, -0.132654, -2.055574], [-1.715672, 2.172128, 2.548828], [-4.251193, 0.534653, 0.156462], [0.375837, 1.749080, 0.800470], [0.722678, 2.488505, -1.785576], [4.202352, 1.133216, -1.593439], [-0.835118, -2.131307, 3.150122], [-0.214716, -2.687965, -0.250777], [2.581251, -0.475715, 0.440431], [-2.049646, 1.414139, 0.576586], [-3.992994, 1.660213, 3.325304], [-4.624166, 0.831602, 1.457238], [3.434816, 0.389052, -1.362004], [-2.676493, 0.586431, -1.295146], [-0.711472, -2.500398, 2.151908], [3.781396, -0.558801, -1.781740], [2.611788, 1.569121, 1.786458], [-0.780830, 1.697946, 0.063824], [2.335741, 1.082417, -3.082260], [-0.145167, -1.428318, 0.940357], [1.528474, 1.969405, 0.080459], [0.146008, -2.393253, -1.672801], [-1.303802, -4.562024, 2.269194], [3.510910, 2.432041, 0.512444], [0.436268, -3.316277, -2.184214], [1.215924, -1.422971, -1.772922], [4.258873, 0.059009, 0.607241], [-2.428021, 1.720100, 1.879920], [3.294343, 0.301659, 0.158871], [0.418018, 1.640956, 2.011544], [2.786461, 1.634998, 0.712292]],
  "forces_ev_per_a": [[0.002, -0.166, -0.155], [0.008, 0.345, 0.016], [-0.070, 0.036, 0.227], [-0.441, 0.166, -0.101], [0.201, -0.161, 0.023], [0.152, 0.037, 0.105], [-0.182, -0.101, -0.408], [-0.035, -0.029, -0.055], [0.120, 0.043, -0.005], [0.019, 0.162, -0.027], [0.106, 0.175, -0.228], [-0.084, -0.056, -0.053], [-0.071, -0.019, 0.026], [-0.088, -0.034, -0.045], [0.569, 0.095, -0.130], [0.020, 0.025, 0.024], [-0.047, 0.007, 0.009], [-0.042, 0.286, -0.132], [0.120, 0.021, 0.032], [0.029, -0.054, -0.069], [-0.052, 0.021, 0.244], [0.096, 0.249, 0.266], [0.031, -0.032, 0.082], [-0.311, -0.002, 0.258], [-0.010, 0.024, 0.076], [-0.149, -0.049, 0.061], [-0.147, -0.148, 0.094], [0.042, -0.044, -0.110], [0.072, 0.253, -0.082], [0.071, 0.030, -0.055], [0.109, 0.080, -0.143], [0.063, 0.083, -0.395], [-0.062, -0.045, 0.061], [-0.124, -0.664, -0.190], [0.214, 0.010, -0.051], [-0.329, -0.049, -0.207], [-0.058, -0.115, 0.142], [-0.005, 0.001, 0.014], [-0.078, 0.098, 0.049], [0.138, -0.296, 0.013], [0.008, -0.060, 0.030], [0.153, 0.056, 0.068], [0.143, 0.272, -0.050], [-0.152, -0.148, 0.380], [0.051, -0.305, 0.391]],
  "smiles": "O=C(NCc1cccs1)[C@@H]1CCCN(C(=O)Nc2ccccc2)C1",
  "multiplicity": 1,
  "orbital_gap_ev": 8.6,
  "homo_energy_ev": -8.0,
  "total_energy_ev": -38409.16029,
  "relative_energy_kj_mol": 0.00
}

Record 2
{
  "formula": "C18H21N3O4S2",
  "method": "ωB97M-V with the def2-TZVPD basis set",
  "species": ["C", "H", "H", "H", "C", "H", "C", "H", "H", "N", "O", "S", "C", "N", "C", "H", "O", "S", "H", "C", "C", "C", "H", "H", "O", "H", "C", "N", "H", "C", "H", "C", "H", "C", "C", "C", "H", "H", "C", "H", "O", "H", "H", "C", "C", "H", "C", "H"],
  "coordinates": [[3.349049, -0.220304, 0.861428], [-1.472754, 3.795367, 1.626088], [-4.264461, -3.998053, 1.350854], [-3.067756, 1.188653, 1.727809], [-2.328839, -2.872994, 0.207349], [7.105817, -2.062871, -1.712151], [-5.429679, -2.638975, 0.140911], [-5.556747, -1.566783, 0.010224], [7.960338, -1.040848, -0.546755], [-1.572416, 0.382712, -0.183273], [-3.188350, -2.269137, 1.024248], [-2.110897, 2.968230, -0.475876], [5.942813, -1.526606, 0.016795], [0.562132, 2.208555, 0.604966], [-1.685433, 2.771063, 1.301800], [1.560503, 0.113479, 1.976647], [-2.517190, -3.935319, -0.321977], [-2.295871, 0.787764, -2.613385], [-6.390554, -3.083332, 0.383411], [3.733276, 1.278790, -0.973586], [1.756616, 1.517302, 0.376619], [-1.491505, -0.821487, -0.801363], [-5.069055, -3.067930, -0.790846], [2.240052, 2.765591, -1.302161], [5.481058, -2.165482, 0.932227], [-1.871090, -1.618235, -2.809606], [-0.419177, 1.919778, 1.499056], [5.354862, -0.424871, -0.537712], [3.658984, -1.058939, 1.461450], [-4.438132, -2.920752, 1.260711], [-0.726270, -1.660399, 0.969716], [-1.846282, -0.803948, -2.115395], [0.347149, 2.911280, -0.092325], [2.169018, 0.436751, 1.149440], [2.551418, 1.930112, -0.690401], [-1.969012, 1.313952, -0.974288], [-2.587861, 2.137100, 3.130854], [4.341366, 1.612357, -1.803356], [4.146288, 0.193908, -0.201683], [5.843041, 0.008448, -1.309525], [-0.324194, 1.154025, 2.426687], [7.679109, -2.751428, -0.184447], [-3.737972, 2.819701, 1.963269], [-2.855177, 2.195673, 2.078751], [-1.091168, -2.013632, 0.005667], [-4.790058, -2.517463, 2.212227], [7.259898, -1.866503, -0.653275], [-0.330934, -2.602281, -0.506413]],
  "forces_ev_per_a": [[0.213, -0.090, -0.089], [0.032, -0.067, -0.059], [-0.030, 0.184, 0.076], [-0.035, -0.030, 0.027], [0.526, -0.043, -0.085], [0.021, 0.006, -0.106], [0.371, 0.007, 0.174], [-0.055, 0.090, -0.005], [0.074, 0.068, -0.031], [-0.117, 0.293, 0.321], [0.012, 0.349, 0.232], [-0.073, 0.615, 0.157], [0.392, 0.083, -0.384], [0.238, 0.398, -0.195], [-0.320, -0.205, -0.290], [-0.008, 0.000, 0.043], [-0.103, -0.167, -0.067], [0.185, -0.084, 0.746], [-0.131, -0.043, 0.011], [0.006, -0.123, 0.107], [0.152, -0.185, 0.096], [-0.064, -0.212, -0.758], [-0.019, -0.033, -0.070], [-0.026, 0.084, -0.060], [-0.139, -0.170, 0.265], [0.007, -0.246, -0.150], [-0.021, 0.523, -0.007], [0.186, 0.211, -0.329], [0.004, -0.009, 0.016], [-0.423, -0.330, -0.098], [0.047, -0.043, -0.032], [0.050, 0.188, 0.105], [-0.102, -0.207, 0.170], [-0.179, 0.113, -0.012], [-0.021, -0.060, 0.105], [-0.160, -0.192, -0.698], [-0.025, -0.033, 0.078], [0.053, 0.034, -0.087], [-0.365, 0.096, 0.177], [-0.012, -0.170, 0.171], [0.086, -0.157, 0.271], [-0.021, 0.001, 0.015], [-0.022, 0.047, -0.013], [0.074, 0.021, 0.104], [-0.222, -0.239, -0.023], [0.079, -0.075, -0.098], [-0.035, -0.170, 0.182], [-0.076, -0.027, 0.097]],
  "smiles": "CCOC(=O)Cc1csc(S[C@@H](C)C(=O)Nc2ccc(NC(C)=O)cc2)n1",
  "multiplicity": 1,
  "orbital_gap_ev": 8.3,
  "homo_energy_ev": -7.9,
  "total_energy_ev": -53339.30616,
  "relative_energy_kj_mol": 20.31
}

Number 1: molecular weight 343.5 g mol⁻¹. Number 2: molecular weight 407.5 g mol⁻¹.